Computed, not measured: C11H26N4O9Zn as an isolated structure in a non-equilibrium geometry, with ωB97M-V with the def2-TZVPD basis set.

XYZ file:
```
51
C11H26N4O9Zn | OMol25 | ωB97M-V with the def2-TZVPD basis set
Zn 2.21 -8.33 20.06
C 0.08 -9.68 20.64
O 0.80 -9.91 19.59
O -0.39 -10.54 21.46
O 0.66 -8.71 21.33
C 4.28 -7.70 21.50
O 4.62 -7.44 22.71
O 3.63 -6.83 20.79
O 3.66 -8.85 21.44
C 0.62 -5.15 22.26
O 0.67 -4.48 21.21
N 1.43 -6.15 22.58
N -0.36 -4.87 23.18
H 1.16 -6.71 23.36
H 2.08 -6.42 21.85
H -0.32 -5.44 24.01
H -1.11 -4.25 22.95
C 4.77 -10.40 16.78
C 4.70 -9.67 18.14
C 5.66 -8.46 18.15
O 5.24 -7.60 17.11
C 5.64 -6.25 17.31
N 3.33 -9.19 18.32
H 4.61 -9.75 15.92
H 3.99 -11.14 16.60
H 5.72 -10.93 16.68
H 4.91 -10.39 18.93
H 6.60 -8.94 17.84
H 5.69 -8.12 19.18
H 6.73 -6.21 17.23
H 5.40 -5.86 18.30
H 5.13 -5.71 16.51
H 3.15 -8.65 17.48
H 2.73 -10.01 18.23
C -0.94 -6.32 18.59
C 0.24 -7.07 17.97
C 0.46 -6.58 16.52
O 1.45 -7.40 15.91
C 2.15 -6.79 14.86
N 1.51 -6.86 18.70
H -1.10 -6.86 19.53
H -1.88 -6.46 18.05
H -0.84 -5.26 18.78
H -0.02 -8.13 17.91
H 0.88 -5.57 16.63
H -0.48 -6.59 15.97
H 1.46 -6.52 14.05
H 2.89 -7.48 14.46
H 2.68 -5.89 15.18
H 1.54 -5.93 19.13
H 2.12 -6.67 17.91
```

Summary:
Highest occupied orbital energy in eV: -0.21
Net charge: -2
E_tot in a.u.: -3110.26321



Computed, not measured: an isolated molecule of C4H6N2O in a non-equilibrium geometry, with ωB97M-V with the def2-TZVPD basis set.

XYZ file:
```
13
C4H6N2O | OMol25 | ωB97M-V with the def2-TZVPD basis set
C -1.61 1.25 -0.44
C -0.24 0.73 -0.76
C 0.11 -0.60 -0.06
C 1.43 -0.62 0.53
N -0.59 -0.98 1.03
N 2.59 -0.65 0.82
O 0.61 1.34 -1.36
H -0.40 -1.89 1.44
H 3.27 -1.39 0.71
H 0.69 -1.25 -0.89
H -1.69 1.45 0.63
H -1.80 2.15 -1.02
H -2.35 0.47 -0.64
```

Summary:
Highest occupied orbital energy (alpha / beta) in eV: -7.50 / -7.50
E_tot in a.u.: -340.58207



The calculation returns the following relative energy (zero: lowest compared OMol25 entry of this formula, charge and spin) values, one per record and in order: 0.000 5.792 eV.